# 1
Here is a molecular structure, C13H9OP at a distorted geometry from OMol25. Energies are from the ωB97M-V functional and the def2-TZVPD basis.

Geometry (Å):
C: -3.149 0.802 -0.649
C: 1.674 -2.771 -0.345
C: -2.829 2.014 0.067
C: 2.593 -2.141 0.502
C: -2.209 -0.101 -0.892
C: 0.434 -2.209 -0.671
C: -1.515 2.227 0.447
C: 2.374 -0.861 0.875
C: -0.927 0.111 -0.331
C: 0.184 -0.925 -0.164
C: -0.605 1.202 0.351
C: 1.199 -0.172 0.550
C: 0.694 1.143 0.867
O: 3.045 2.434 -0.601
P: 1.797 1.879 -1.050
H: -4.101 0.799 -1.133
H: 1.767 -3.878 -0.583
H: -3.605 2.655 0.107
H: 3.293 -2.870 0.813
H: -2.356 -1.081 -1.375
H: -0.381 -2.780 -1.007
H: -1.315 3.121 0.930
H: 2.954 -0.346 1.665
H: 0.984 1.748 1.627

HOMO energy = -7.7 eV
2S+1 = 1
maximum force = 5.5 eV/A
ΔE to the lowest compared entry with this formula, charge and spin = 46.99 kcal per mole

***

# 2
Here is a molecular structure, C14H10BrF8N2Sn at a distorted geometry from OMol25. Energies are from the ωB97M-V functional and the def2-TZVPD basis.

Geometry (Å):
Sn: 1.357 -1.776 0.064
C: -2.818 0.908 -3.274
C: -1.949 -0.325 -2.926
C: -2.025 -1.460 -3.753
C: -1.275 -2.634 -3.607
C: -0.380 -2.565 -2.603
Br: 1.078 -3.956 -2.552
N: -0.257 -1.512 -1.735
C: -1.013 -0.403 -1.887
H: -3.711 0.922 -2.584
H: -3.240 0.918 -4.290
H: -2.410 1.878 -3.184
H: -2.732 -1.506 -4.591
H: -1.323 -3.505 -4.237
H: -0.896 0.387 -1.195
F: -0.701 -3.966 1.003
C: 0.066 -2.929 1.537
F: -0.838 -2.110 2.157
C: 1.000 -3.524 2.659
F: 1.773 -2.486 3.137
F: 1.848 -4.493 2.240
F: 0.284 -4.022 3.687
F: 2.571 5.153 2.251
C: 1.455 4.545 2.705
F: 0.336 5.232 2.332
F: 1.529 4.640 4.049
C: 1.333 3.182 2.114
C: 2.405 2.509 1.464
C: 2.321 1.184 1.015
N: 1.106 0.526 0.949
C: 0.103 1.204 1.483
C: 0.182 2.462 2.112
H: 3.316 3.076 1.172
H: 3.162 0.600 0.622
H: -0.917 0.837 1.312
H: -0.742 3.012 2.358

HOMO energy = -12.3 eV
net charge = +1
2S+1 = 1
maximum force = 3.2 eV/A

***

# 3
Here is C14H10BrN3O4 in the gas phase at a distorted geometry from OMol25. Energies are from the ωB97M-V functional and the def2-TZVPD basis.

Geometry (Å):
C: 0.762 3.848 1.082
O: 0.946 2.482 0.669
C: 0.436 2.122 -0.575
C: 0.136 3.042 -1.629
C: -0.431 2.614 -2.868
N: -0.756 3.572 -3.863
O: -0.522 4.772 -3.604
O: -1.288 3.201 -4.900
C: -0.697 1.243 -3.025
C: -0.461 0.340 -1.994
C: 0.106 0.780 -0.807
N: 0.307 -0.183 0.198
C: -0.057 -1.502 -0.008
C: 0.020 -2.536 1.067
C: 0.165 -2.135 2.411
C: 0.112 -3.113 3.420
C: 0.057 -4.466 3.097
Br: -0.096 -5.797 4.475
C: -0.009 -4.905 1.754
C: -0.006 -3.924 0.757
N: -0.518 -1.927 -1.150
O: -0.696 -0.968 -2.219
H: -0.294 4.138 0.976
H: 1.066 3.935 2.140
H: 1.402 4.518 0.511
H: 0.382 4.106 -1.493
H: -1.081 0.811 -3.943
H: 0.686 0.119 1.076
H: 0.273 -1.074 2.680
H: 0.170 -2.871 4.452
H: -0.036 -5.974 1.584
H: -0.078 -4.268 -0.273

HOMO energy = -8.2 eV
2S+1 = 1
maximum force = 3.7 eV/A
structure (SMILES) = COc1cc([N+](=O)[O-])cc2c1NC(c1ccc(Br)cc1)=NO2
ΔE to the lowest compared entry with this formula, charge and spin = 0.00 kcal per mole

***

# 4
Here is a molecular structure, C14H10Cl2FLiN at a distorted geometry from OMol25. Energies are from the ωB97M-V functional and the def2-TZVPD basis.

Geometry (Å):
Cl: -0.997 3.041 -1.555
C: 0.456 2.129 -1.649
N: 0.286 0.883 -2.110
F: -2.519 -0.390 -1.689
C: 1.353 0.104 -2.032
Cl: 1.033 -1.565 -2.294
C: 2.656 0.547 -1.759
C: 2.834 1.889 -1.383
C: 1.689 2.668 -1.271
H: 3.457 -0.172 -1.876
H: 3.828 2.302 -1.209
H: 1.665 3.710 -0.932
C: -1.658 1.083 1.303
Li: -1.524 -2.849 2.248
C: -2.606 0.929 0.354
C: -2.465 -0.449 -0.289
C: -1.186 -0.975 0.353
C: -0.787 -0.084 1.351
C: 0.188 -0.467 2.266
C: 0.763 -1.722 2.192
C: 0.392 -2.603 1.168
C: -0.655 -2.261 0.299
H: -1.568 1.896 2.027
H: -3.319 1.646 0.012
H: -3.320 -1.106 0.000
H: 0.496 0.271 3.016
H: 1.575 -1.983 2.867
H: 0.960 -3.507 1.019
H: -1.028 -2.965 -0.427

HOMO energy = -0.1 eV
net charge = -1
2S+1 = 1
maximum force = 2.2 eV/A
ΔE to the lowest compared entry with this formula, charge and spin = 0.00 kcal per mole

***

# 5
Here is a molecular structure, C14H10ClI2N3NiOS from OMol25. Energies are from the ωB97M-V functional and the def2-TZVPD basis.

Geometry (Å):
Ni: -0.454 -0.023 -0.155
I: 2.410 4.010 1.131
C: 2.767 1.977 1.398
C: 3.942 1.547 2.039
C: 4.190 0.217 2.237
I: 5.957 -0.336 3.202
C: 3.252 -0.757 1.801
C: 3.390 -2.155 1.959
C: 2.413 -2.993 1.505
C: 1.276 -2.448 0.883
N: 1.114 -1.161 0.718
C: 2.080 -0.308 1.160
C: 1.814 1.088 0.935
O: 0.721 1.438 0.335
H: 4.654 2.286 2.379
H: 4.272 -2.549 2.445
H: 2.499 -4.065 1.618
H: 0.485 -3.092 0.516
Cl: -0.190 -0.809 -2.399
C: -1.350 -1.319 -1.108
H: -1.188 -2.370 -0.887
H: -2.360 -1.097 -1.437
S: -2.199 0.601 1.109
C: -2.251 1.656 -0.229
N: -1.475 2.793 -0.217
C: -1.480 3.698 -1.205
C: -2.343 3.547 -2.247
C: -3.145 2.392 -2.213
N: -3.117 1.489 -1.265
H: -0.712 2.794 0.462
H: -0.772 4.509 -1.110
H: -2.392 4.258 -3.055
H: -3.843 2.200 -3.023

HOMO energy = -7.6 eV
2S+1 = 1
maximum force = 0.6 eV/A
ΔE to the lowest compared entry with this formula, charge and spin = 9.43 kcal per mole

***

# 6
Here is C14H10ClN3O4 in the gas phase at a distorted geometry from OMol25. Energies are from the ωB97M-V functional and the def2-TZVPD basis.

Geometry (Å):
O: 2.004 3.470 0.125
C: 1.212 2.604 -0.146
C: 1.415 1.616 -1.292
O: 1.026 0.300 -0.984
C: 1.666 -0.367 0.025
C: 1.161 -1.634 0.316
C: 1.724 -2.401 1.314
C: 2.803 -1.902 2.030
Cl: 3.515 -2.857 3.281
C: 3.312 -0.646 1.751
C: 2.744 0.125 0.750
N: 0.071 2.435 0.599
C: -0.995 1.613 0.363
N: -1.764 1.098 1.272
N: -2.714 0.401 0.626
C: -2.485 0.527 -0.647
C: -3.235 -0.055 -1.713
C: -4.343 -0.869 -1.665
C: -4.670 -1.150 -3.006
C: -3.747 -0.492 -3.765
O: -2.877 0.172 -2.996
O: -1.399 1.310 -0.887
H: 2.467 1.669 -1.600
H: 0.786 1.911 -2.138
H: 0.321 -1.999 -0.254
H: 1.329 -3.378 1.539
H: 4.149 -0.264 2.312
H: 3.156 1.102 0.554
H: 0.036 2.934 1.481
H: -4.834 -1.205 -0.777
H: -5.479 -1.756 -3.359
H: -3.612 -0.423 -4.827

HOMO energy = -8.5 eV
2S+1 = 1
maximum force = 1.7 eV/A
structure (SMILES) = O=C(COc1ccc(Cl)cc1)Nc1nnc(-c2ccco2)o1
ΔE to the lowest compared entry with this formula, charge and spin = 0.00 kcal per mole

***

# 7
Here is C14H10N2O in the gas phase at a distorted geometry from OMol25. Energies are from the ωB97M-V functional and the def2-TZVPD basis.

Geometry (Å):
O: 0.853 3.024 3.464
C: 0.427 2.611 2.456
C: -0.424 3.579 1.571
C: -1.257 2.815 0.581
N: -0.423 1.668 -0.071
C: -0.834 1.268 -1.357
N: -0.367 0.210 -2.008
C: 0.352 -0.696 -1.191
C: 0.872 -1.777 -1.762
C: 1.688 -2.707 -1.057
C: 1.957 -2.444 0.248
C: 1.477 -1.242 0.829
C: 2.067 -0.849 2.093
C: 1.707 0.412 2.619
C: 0.726 1.242 1.931
C: 0.288 0.831 0.689
C: 0.712 -0.363 0.139
H: -1.093 4.204 2.173
H: 0.415 4.112 1.052
H: -1.621 3.552 -0.154
H: -2.233 2.439 1.039
H: -1.500 1.941 -1.755
H: 0.751 -2.219 -2.751
H: 2.125 -3.573 -1.440
H: 2.574 -2.976 0.953
H: 2.819 -1.553 2.517
H: 2.230 0.777 3.481

HOMO energy = -7.4 eV
2S+1 = 1
maximum force = 5.0 eV/A
structure (SMILES) = O=C1CCN2C=Nc3cccc4ccc1c2c34
ΔE to the lowest compared entry with this formula, charge and spin = 28.40 kcal per mole

***

# 8
Here is a molecular structure, C14H11BrMnN3OTe4 at a distorted geometry from OMol25. Energies are from the ωB97M-V functional and the def2-TZVPD basis.

Geometry (Å):
Mn: -5.132 -14.344 -0.133
Te: -1.020 -13.026 -0.093
Te: -0.814 -12.595 2.461
Te: -5.732 -11.493 2.722
Te: -3.526 -13.011 1.845
O: -6.499 -15.315 -1.298
C: -7.206 -15.025 -2.326
C: -7.783 -15.980 -3.132
C: -8.269 -15.640 -4.398
C: -8.517 -14.350 -4.777
C: -8.058 -13.370 -3.910
C: -7.359 -13.655 -2.773
C: -6.825 -12.567 -2.022
N: -5.894 -12.591 -0.995
C: -5.867 -11.285 -0.496
C: -6.688 -10.508 -1.315
N: -7.344 -11.351 -2.143
H: -7.909 -17.002 -2.870
H: -8.408 -16.444 -5.135
H: -9.040 -13.961 -5.666
H: -7.997 -12.392 -4.396
H: -5.291 -10.976 0.286
H: -6.908 -9.430 -1.186
H: -7.868 -11.027 -2.952
Br: -1.979 -17.721 -3.576
C: -2.499 -17.358 -1.820
C: -1.694 -17.808 -0.784
C: -2.113 -17.403 0.500
C: -3.105 -16.481 0.682
N: -3.892 -16.056 -0.356
C: -3.542 -16.432 -1.588
H: -0.900 -18.552 -0.985
H: -1.566 -17.777 1.399
H: -3.415 -16.205 1.679
H: -4.081 -15.996 -2.449

HOMO energy (alpha / beta) = -2.9 / -3.4 eV
net charge = -1
2S+1 = 6
<S²> = 8.85
maximum force = 5.0 eV/A
ΔE to the lowest compared entry with this formula, charge and spin = 24.06 kcal per mole